# 1
Below is a molecular structure, C41H56N6O3SSr in a non-equilibrium geometry, with properties calculated with ωB97M-V/def2-TZVPD.

```
! RIJCOSX wB97M-V def2-TZVPD def2/J DEFGRID3
* xyz 0 1
Sr -1.8246 1.9393 -0.6855
C 1.0444 4.0032 -0.0007
C 1.2252 2.7835 0.8977
N -0.0432 2.2262 1.3802
C -0.7138 2.9713 2.4475
C -1.5524 4.1570 1.9798
C -1.7646 5.2555 2.7995
C -2.5167 6.3129 2.3179
C -3.0187 6.2653 1.0279
C -2.7777 5.1302 0.2693
C -3.3459 5.0064 -1.1536
N -2.6364 4.0514 -2.0032
C -1.4855 4.5672 -2.7694
C -0.2868 4.8931 -1.8851
N 0.2037 3.7089 -1.1645
N -2.0863 4.0975 0.7569
H 2.0311 4.3938 -0.2826
H 0.5437 4.7995 0.5572
H 1.8912 3.0605 1.7281
H 1.7202 1.9834 0.3412
H 0.1196 1.2782 1.7007
H 0.0017 3.3471 3.1933
H -1.3820 2.2720 2.9549
H -1.3328 5.2839 3.7912
H -2.6938 7.1828 2.9369
H -3.5808 7.0897 0.6105
H -3.3872 6.0100 -1.5993
H -4.3813 4.6698 -1.0548
H -3.2719 3.5956 -2.6464
H -1.7685 5.4601 -3.3425
H -1.2054 3.7939 -3.4921
H -0.5674 5.6298 -1.1266
H 0.4935 5.3611 -2.4988
H 0.7101 3.1013 -1.8033
O -0.2208 0.1536 -1.3555
C -0.3368 -0.1807 -2.7685
C -1.2827 0.9292 -3.3846
O -0.9585 1.5313 -4.3970
O -2.3447 1.0905 -2.6975
C -1.1022 -1.4825 -2.9642
C -1.9619 -1.9821 -1.9970
C -2.6922 -3.1384 -2.2449
C -2.5687 -3.7930 -3.4611
C -1.7204 -3.2866 -4.4341
C -0.9907 -2.1353 -4.1872
C 1.0969 -0.2412 -3.2670
C 1.7456 0.7875 -3.9400
C 3.1029 0.6853 -4.2272
C 3.8299 -0.4320 -3.8495
C 3.1890 -1.4614 -3.1709
C 1.8369 -1.3621 -2.8886
H 0.0890 -0.6327 -0.8806
H -2.1113 -1.4728 -1.0533
H -3.3712 -3.4977 -1.4875
H -3.1436 -4.6898 -3.6545
H -1.6292 -3.7866 -5.3897
H -0.3339 -1.7375 -4.9505
H 1.1821 1.6502 -4.2596
H 3.5903 1.4914 -4.7617
H 4.8824 -0.5068 -4.0895
H 3.7377 -2.3449 -2.8681
H 1.3475 -2.1700 -2.3573
C -0.8778 -4.3388 1.0363
C 0.5227 -4.8612 1.2974
C 0.9229 -4.7717 2.7651
C 1.2413 -3.3699 3.2766
N 2.4583 -2.8304 2.6727
C 2.5343 -1.9370 1.6738
S 1.2168 -1.0134 1.1159
N 3.7425 -1.7860 1.0835
C 5.0136 -2.2622 1.5990
C 5.5215 -1.5116 2.8230
C 6.8721 -2.0347 3.3031
C 6.8051 -3.4506 3.8626
H -1.1569 -4.4429 -0.0102
H -0.9582 -3.2814 1.2791
H -1.6166 -4.8810 1.6319
H 1.2425 -4.3139 0.6803
H 0.5912 -5.9044 0.9799
H 1.7919 -5.4110 2.9615
H 0.1136 -5.1710 3.3844
H 1.4019 -3.4002 4.3568
H 0.4412 -2.6554 3.0841
H 3.2887 -3.3724 2.8580
H 3.7551 -1.0190 0.4271
H 5.7303 -2.1752 0.7789
H 4.9421 -3.3370 1.7904
H 4.7902 -1.5887 3.6335
H 5.5858 -0.4507 2.5693
H 7.2583 -1.3617 4.0710
H 7.5934 -1.9944 2.4812
H 6.0449 -3.5253 4.6434
H 7.7532 -3.7557 4.3035
H 6.5643 -4.1911 3.0989
C -3.0815 0.6753 1.3704
C -4.0841 -0.2940 1.0139
C -5.3346 0.0592 0.4571
C -6.2716 -0.8820 0.0747
C -6.0288 -2.2454 0.2176
C -4.8068 -2.6250 0.7628
C -3.8670 -1.6850 1.1414
H -2.3151 0.2640 2.0369
H -3.5032 1.5733 1.8380
H -5.5661 1.1132 0.3257
H -7.2133 -0.5460 -0.3440
H -6.7650 -2.9794 -0.0778
H -4.5853 -3.6789 0.9020
H -2.9301 -2.0157 1.5740
*
```

Output
E_HOMO = -5.329 eV
Gap between HOMO and LUMO = 0.20470 hartree
ΔE to the lowest compared entry with this formula, charge and spin = 21.43 kcal per mole
E_tot = -2579.20594 Eh

Mulliken atomic charge list, values in e, 8 entries: 1.2010 -1.1747 -0.7279 0.3575 -1.4489 0.4634 -1.0413 -0.5821


# 2
Below is a single C6H9NO molecule in a non-equilibrium geometry, with properties calculated with ωB97M-V/def2-TZVPD.

```
! RIJCOSX wB97M-V def2-TZVPD def2/J DEFGRID3
* xyz 0 1
H 2.2290 1.2734 -0.6881
N 1.5325 1.6739 -0.0648
C 0.7724 0.8527 0.5343
C -0.4270 -0.0731 -0.2102
C -1.2663 -0.7708 0.8410
C -1.2159 0.7549 -1.1952
O 0.2611 -1.1137 -1.0381
C 1.3067 -1.3654 -0.3238
C 2.0871 -1.1286 0.6018
H 0.3337 1.1596 1.4834
H -1.9690 -1.4686 0.3842
H -0.6378 -1.3208 1.5418
H -1.8122 -0.0227 1.4151
H -1.9342 0.1236 -1.7188
H -0.5548 1.2047 -1.9336
H -1.7383 1.5475 -0.6634
H 3.0331 -1.3267 1.0343
*
```

Output
E_HOMO (alpha / beta) = -8.710 / -8.710 eV
Gap between HOMO and LUMO (alpha / beta) = 0.33088 / 0.33089 hartree
Structure (SMILES) = [H]/N=C\C(C)(C)OC#C
ΔE to the lowest compared entry with this formula, charge and spin = 119.77 kcal per mole
E_tot = -363.83337 Eh

Mulliken atomic charge list, values in e, 8 entries: 0.3028 -0.6326 -0.3459 1.3584 -1.5369 -1.5907 -0.4095 0.1262


# 3
Below is 9 unconnected molecules or ions with the total composition C24H68N5O15 in a non-equilibrium geometry, with properties calculated with ωB97M-V/def2-TZVPD.

```
! RIJCOSX wB97M-V def2-TZVPD def2/J DEFGRID3
* xyz -1 1
N 4.1417 7.2495 5.6886
O 3.4775 7.6694 6.6067
O 5.3674 7.2689 5.7229
O 3.6327 6.8329 4.6819
C 3.1384 5.5437 9.2638
C 4.1225 4.4245 9.6128
O 3.4995 3.1429 9.5585
O 1.9896 5.5268 10.1165
H 2.7890 5.5718 8.2317
H 3.6125 6.4732 9.5789
H 4.4756 4.5023 10.6411
H 4.9150 4.4618 8.8653
H 3.0551 2.9866 10.3950
H 1.5391 4.6803 10.0700
C 5.3400 7.7357 1.9883
C 6.6979 7.3193 1.4298
O 7.5530 8.4171 1.0880
O 4.4132 6.6783 2.0821
H 4.9536 8.5869 1.4278
H 5.5840 8.2113 2.9383
H 6.5199 6.8565 0.4591
H 7.2385 6.6723 2.1206
H 8.3021 8.3721 1.6866
H 4.1343 6.7273 2.9994
C 5.6682 11.0882 6.1064
C 6.4646 12.1437 6.9222
O 7.4362 12.8068 6.0582
O 4.6925 10.4600 6.8780
H 6.3569 10.3186 5.7579
H 5.3044 11.6290 5.2327
H 6.7664 11.7372 7.8875
H 5.8399 12.9861 7.2193
H 7.9871 13.3942 6.5807
H 4.5327 9.5872 6.5117
C -0.4747 6.8846 4.9723
C -0.9524 8.0742 5.8278
O -1.2682 7.7007 7.0750
O 0.6484 6.1898 5.5205
H -0.2163 7.1767 3.9545
H -1.2406 6.1127 4.8971
H -1.8720 8.4548 5.3834
H -0.2007 8.8624 5.8701
H -0.4555 7.2986 7.3903
H 1.4408 6.3200 4.9944
C 3.3048 14.6876 2.2874
C 2.8129 13.7571 3.4369
C 3.1343 12.2586 3.3052
O 2.4225 11.5256 4.3045
C 2.7197 10.1109 4.1296
N 3.3529 14.2450 4.6856
H 2.9261 14.3722 1.3151
H 4.3887 14.7138 2.1752
H 3.0899 15.7279 2.5318
H 1.7284 13.8336 3.5153
H 4.2177 12.1392 3.3139
H 2.7660 12.0658 2.2976
H 3.7310 9.8172 3.8480
H 2.2098 9.8952 3.1907
H 2.2734 9.4573 4.8790
H 4.3578 14.1436 4.6925
H 3.0332 13.5934 5.3879
C 10.2625 7.8009 6.2017
C 8.7434 7.7023 6.5228
C 8.3314 8.8016 7.5189
O 8.8626 8.5473 8.8218
C 8.3120 9.3813 9.8285
N 8.0761 7.7796 5.2152
H 10.4615 8.8083 5.8361
H 10.5511 7.0445 5.4719
H 10.9157 7.4599 7.0050
H 8.6100 6.7213 6.9788
H 7.2631 8.5935 7.5779
H 8.5280 9.8126 7.1619
H 7.2286 9.2648 9.8009
H 8.6758 10.4039 9.7283
H 8.6682 9.0244 10.7948
H 8.4317 6.9640 4.7372
H 7.1179 7.5827 5.4665
C 5.9775 4.1225 5.1522
C 6.4539 2.6825 4.8798
C 6.1202 2.3060 3.4207
O 6.1430 0.8754 3.2577
C 5.9393 0.5243 1.9179
N 7.8470 2.5795 5.0916
H 6.6122 4.7666 4.5437
H 6.2328 4.4745 6.1517
H 4.9565 4.4228 4.9167
H 5.8641 1.9674 5.4532
H 6.8905 2.7869 2.8179
H 5.1346 2.6648 3.1242
H 5.7666 -0.5518 1.9303
H 6.7510 0.9618 1.3366
H 5.0301 0.9262 1.4708
H 8.1040 2.8918 6.0171
H 8.4019 3.1420 4.4625
C 0.4644 8.6726 10.9933
C 1.2003 9.0088 9.6264
C 2.7003 9.3640 9.9081
O 2.8618 10.4402 10.8163
C 4.1361 10.9716 10.7975
N 1.0571 7.7899 8.8050
H -0.5783 8.4472 10.7699
H 0.4043 9.4823 11.7205
H 0.9558 7.8484 11.5103
H 0.7014 9.7332 8.9825
H 3.1393 9.6548 8.9538
H 3.1412 8.4212 10.2318
H 4.2105 11.9392 10.3012
H 4.8946 10.2608 10.4697
H 4.3814 11.1674 11.8414
H 1.3998 7.0170 9.3575
H 1.6799 7.9608 8.0284
*
```

Output
E_HOMO = -6.711 eV
Gap between HOMO and LUMO = 0.33136 hartree
ΔE to the lowest compared entry with this formula, charge and spin = 66.99 kcal per mole
E_tot = -2357.36786 Eh

Mulliken atomic charge list, values in e, 8 entries: 0.6547 -0.1089 -0.7463 -0.7828 0.4621 -0.5860 -0.5719 -0.5825


# 4
Below is 2 unconnected molecules or ions with the total composition C8H9F2N2O in a non-equilibrium geometry, with properties calculated with ωB97M-V/def2-TZVPD.

```
! RIJCOSX wB97M-V def2-TZVPD def2/J DEFGRID3
* xyz 1 1
C -0.6375 -1.6369 0.1650
C -0.1772 -0.3496 0.0919
C -2.3590 -0.2707 0.0819
C 3.3257 -1.5629 -0.4352
C -3.7820 0.1082 0.1225
C 2.6216 -0.4471 -0.6016
C -1.1731 1.9172 -0.0517
C 1.8486 0.1573 0.4671
N -1.2427 0.4832 0.0511
N -1.9858 -1.5607 0.1466
O -4.6323 -0.7297 0.2215
F 1.7654 1.4764 0.4995
F 1.9602 -0.3121 1.6907
H -0.0965 -2.5585 0.2107
H 3.9243 -1.9619 -1.2349
H 3.3561 -2.0891 0.5042
H -4.0011 1.1845 0.0715
H 2.6085 0.0952 -1.5354
H -0.5631 2.3232 0.7562
H -0.7081 2.1981 -0.9987
H -2.1669 2.3520 0.0001
H -2.6468 -2.3290 0.1982
*
```

Output
E_HOMO = -13.807 eV
Gap between HOMO and LUMO = 0.34375 hartree
ΔE to the lowest compared entry with this formula, charge and spin = 1.06 kcal per mole
E_tot = -694.39773 Eh

Mulliken atomic charge list, values in e, 8 entries: -0.5282 -0.0341 0.5098 -0.6617 -0.2163 -0.2691 -0.8173 0.9303


Question: The lowest E_tot belongs to which entry?
Answer: C41H56N6O3SSr


Question: Look up the E_tot of the fourth one.
Answer: -694.39773 Eh


Question: What is the ΔE to the lowest compared entry with this formula, charge and spin in the first record?
Answer: 21.43 kcal per mole


Question: Which value of ΔE to the lowest compared entry with this formula, charge and spin does entry 2 give?
Answer: 119.77 kcal per mole